#i
2 unconnected molecules or ions with the total composition C4H5I, computed with wB97M-V/def2-TZVPD.

```
10
C4H5I (wB97M-V/def2-TZVPD)
C -1.22494 -1.87142 2.72724
C 0.33248 1.19392 -1.03859
C -0.03057 0.02155 -0.56137
C -2.03806 -1.02273 2.86745
I -3.30134 0.53775 2.86763
H -1.02091 -0.00466 -0.11382
H -0.56634 -2.71582 2.57789
H 1.24251 1.20239 -1.62447
H -0.32054 2.06895 -0.91239
H 0.42519 -0.96624 -0.60377
```

Output
- Total charge: 0
- 2S+1: 1
- SMILES: C#CI.C=C
- Highest occupied orbital energy: -9.7 eV
- HOMO-LUMO gap: 10.0 eV

#ii
2 unconnected molecules or ions with the total composition C4H5I, computed with wB97M-V/def2-TZVPD.

```
10
C4H5I (wB97M-V/def2-TZVPD)
C -0.00116 -0.64973 1.70592
C -0.55281 0.57387 1.62316
C 0.51059 0.19356 0.69265
C -0.38016 -0.17371 -2.14180
I 2.60847 0.54828 0.46198
H 0.14569 -1.48135 2.30417
H -1.16038 1.40620 1.87027
H -1.14334 -0.89324 -1.85313
H 0.61955 -0.10245 -1.87033
H -0.64645 0.57857 -2.79289
```

Output
- Total charge: 0
- 2S+1: 1
- Highest occupied orbital energy (alpha / beta): -7.1 / -8.5 eV
- HOMO-LUMO gap (alpha / beta): 7.4 / 8.4 eV

The winner here is #i, beating the second structure by 0.1191 hartree.

#i
A single CH4FINP molecule, computed with wB97M-V/def2-TZVPD.

```
9
CH4FINP (wB97M-V/def2-TZVPD)
C -0.21679 -0.44685 1.05069
N -0.03406 -0.57967 -0.36231
F -0.73392 1.73531 -0.39334
P -0.35368 0.58563 -1.48549
I 2.02662 1.53228 -2.39050
H -0.74752 -1.32424 1.37466
H 0.72924 -0.35530 1.61525
H -0.84724 0.36449 1.38801
H 0.17735 -1.51164 -0.79696
```

Output
- Total charge: 0
- 2S+1: 1
- SMILES: CNP(F)I
- Highest occupied orbital energy: -8.8 eV
- HOMO-LUMO gap: 8.7 eV

#ii
2 unconnected molecules or ions with the total composition CH4FINP, computed with wB97M-V/def2-TZVPD.

```
9
CH4FINP (wB97M-V/def2-TZVPD)
C 0.82809 -0.47759 -0.27730
N 0.40289 0.27805 0.87828
F -0.41980 1.85829 -0.87525
P -0.79189 1.47845 0.63671
I -3.08894 -0.70949 -0.41580
H 0.07747 -1.11102 -0.49948
H 1.13473 0.01851 -1.21058
H 1.64324 -1.01560 0.09720
H 0.21422 -0.31960 1.66623
```

Output
- Total charge: 0
- 2S+1: 1
- Highest occupied orbital energy (alpha / beta): -8.5 / -8.5 eV
- HOMO-LUMO gap (alpha / beta): 6.7 / 6.7 eV

The winner here is #i, beating the second structure by 0.0405 hartree.

#i
2 unconnected molecules or ions with the total composition C5H6F2O, computed with wB97M-V/def2-TZVPD.

```
14
C5H6F2O (wB97M-V/def2-TZVPD)
C 0.51593 -0.12764 2.29973
C 0.76559 0.92789 -0.69081
C -0.27078 0.02927 -0.05124
C 0.87760 -0.59260 -0.74376
C -1.76055 -0.11365 -0.39461
O 1.50127 0.44346 2.44822
F 1.89079 -1.27062 -0.10401
F 0.73984 -1.15487 -1.96223
H 0.08802 -0.86869 2.95623
H 0.56906 1.39143 -1.64685
H 1.56185 1.56121 -0.26851
H -1.91585 0.23834 -1.45939
H -2.43818 0.61889 0.03984
H -2.12457 -1.08241 -0.42261
```

Output
- Total charge: 0
- 2S+1: 1
- Highest occupied orbital energy (alpha / beta): -8.3 / -8.3 eV
- HOMO-LUMO gap (alpha / beta): 8.2 / 8.4 eV

#ii
A single C5H6F2O molecule, computed with wB97M-V/def2-TZVPD.

```
14
C5H6F2O (wB97M-V/def2-TZVPD)
C -0.32808 -0.52974 -0.06656
C 0.96875 -0.56543 0.73794
C -0.71078 0.87308 -0.42133
C 0.35422 1.83500 -0.64479
C 1.95601 0.14975 -0.04904
O -0.24723 1.88984 0.53114
F 2.96024 0.77384 0.67104
F 2.51436 -0.51619 -1.15065
H -0.03332 -1.08076 -0.95978
H -1.18816 -0.99569 0.54708
H 0.72848 0.03660 1.69340
H 1.20394 -1.67227 1.10823
H -1.69284 1.14266 -0.85342
H 0.94727 2.39093 -1.28724
```

Output
- Total charge: 0
- 2S+1: 1
- Highest occupied orbital energy (alpha / beta): -7.8 / -7.8 eV
- HOMO-LUMO gap (alpha / beta): 8.6 / 8.6 eV

#iii
A single C5H6F2O molecule, computed with wB97M-V/def2-TZVPD.

```
14
C5H6F2O (wB97M-V/def2-TZVPD)
C -0.70850 2.34064 -1.11041
C -0.86146 0.97416 -1.34869
C 0.23842 -0.10052 0.45422
C 0.31526 2.89713 -0.43656
C 0.78458 -1.42773 0.67737
O -0.36703 -0.08569 -0.74255
F 1.44734 2.44399 -0.02386
F 0.29590 4.25814 -0.32582
H -1.50358 2.95527 -1.64630
H -1.36566 0.64240 -2.20331
H -0.13306 0.61675 1.18985
H 0.57709 -1.87970 -0.20559
H 0.41001 -2.03316 1.48568
H 1.85733 -1.38155 0.76870
```

Output
- Total charge: 0
- 2S+1: 1
- Highest occupied orbital energy (alpha / beta): -6.9 / -7.3 eV
- HOMO-LUMO gap (alpha / beta): 7.8 / 7.9 eV

The winner here is #iii, beating the second structure by 0.0080 hartree.

#i
A single C3H4FNOS molecule, computed with wB97M-V/def2-TZVPD.

```
11
C3H4FNOS (wB97M-V/def2-TZVPD)
C 0.74816 0.15578 -0.48966
C -0.36055 1.19222 -0.40240
C -0.93153 0.30627 0.73985
H 0.56118 -2.81565 0.24693
H 1.73562 0.55667 -0.20439
H 0.73840 -0.34410 -1.46536
H -0.10739 2.22891 -0.17262
N 0.09553 -0.63729 0.56286
O -1.93092 0.30119 1.38608
F -1.13744 1.10041 -1.53640
S 0.58893 -2.04440 1.33512
```

Output
- Total charge: 0
- 2S+1: 1
- SMILES: O=C1[C@H](F)CN1S
- Highest occupied orbital energy: -9.4 eV
- HOMO-LUMO gap: 10.1 eV

#ii
A single C3H4FNOS molecule, computed with wB97M-V/def2-TZVPD.

```
11
C3H4FNOS (wB97M-V/def2-TZVPD)
C -0.36189 -0.67289 0.23815
C 0.88148 0.17089 0.10061
C 0.01358 1.36671 0.17895
N -1.17725 0.52747 0.15786
O -3.39933 -0.90458 0.23361
F 1.74260 0.01206 1.17624
S -3.06371 0.50485 0.17648
H -0.52960 -1.45425 -0.56844
H -0.47187 -0.93645 1.32194
H 1.43011 -0.03949 -0.88386
H 0.17430 2.39782 0.28165
```

Output
- Total charge: 0
- 2S+1: 1
- Highest occupied orbital energy (alpha / beta): -8.1 / -7.4 eV
- HOMO-LUMO gap (alpha / beta): 8.0 / 6.5 eV

#iii
2 unconnected molecules or ions with the total composition C3H4FNOS, computed with wB97M-V/def2-TZVPD.

```
11
C3H4FNOS (wB97M-V/def2-TZVPD)
C -1.38992 0.37713 0.43046
C -2.58770 0.15485 -0.39768
C 2.03867 -0.00428 -0.06364
H -1.04629 1.40682 0.29197
H -1.64721 0.21867 1.48031
H 2.59522 -1.80086 -0.31810
H 2.45212 -0.11400 0.94754
N -3.53177 -0.01180 -1.04221
O 2.15522 -1.09839 -0.81849
F -0.39271 -0.49171 0.06378
S 1.35438 1.36356 -0.57394
```

Output
- Total charge: 0
- 2S+1: 1
- SMILES: N#CCF.OC=S
- Highest occupied orbital energy: -9.1 eV
- HOMO-LUMO gap: 9.4 eV

The winner here is #i, beating the second structure by 0.0238 hartree.